[1]
# C25H33BrF4N3O4

A gas-phase ion, C25H33BrF4N3O4 (charge +1) in a non-equilibrium geometry (ωB97M-V with the def2-TZVPD basis set, the Open Molecules 2025 dataset).

Geometry as ORCA input:
```
! wB97M-V def2-TZVPD RIJCOSX def2/J DEFGRID3
* xyz 1 1
C 1.010 -0.808 4.600
C -0.370 -0.221 4.029
C -1.232 0.765 4.854
C -2.597 1.257 4.233
C -3.111 0.779 2.833
C -4.525 1.297 2.295
C -5.374 2.145 3.370
C -4.446 2.187 0.951
C -2.215 -0.209 1.982
O -2.734 -0.565 0.695
C -1.913 -1.526 0.012
N -0.628 -0.930 -0.526
C 0.724 -1.537 -0.495
C 0.985 -2.976 0.143
C 2.140 -3.837 -0.565
C 1.722 -4.518 -1.951
N 0.887 -3.911 -2.996
O 2.193 -5.677 -2.181
C 1.656 -0.487 -1.126
C 3.234 -0.603 -1.307
C 3.669 -0.909 -2.849
O 3.294 -2.228 -3.295
C 5.278 -0.790 -3.036
F 5.693 -1.161 -4.353
F 5.969 -1.570 -2.058
F 5.732 0.554 -2.856
N 0.847 0.690 -1.507
C 1.316 1.963 -2.123
C 1.060 3.280 -1.235
C 2.245 4.351 -1.572
Br 0.945 2.939 0.725
C -0.530 0.389 -1.129
C -1.713 1.459 -1.376
C -2.867 0.750 -2.273
O -4.011 1.215 -2.359
F -2.572 -0.446 -3.018
C -0.885 -0.688 2.609
H 0.929 -1.962 4.561
H 1.928 -0.535 3.978
H 1.198 -0.468 5.686
H -0.845 1.083 5.875
H -3.181 1.999 4.896
H -5.175 0.375 2.027
H -5.518 1.602 4.374
H -4.830 3.135 3.634
H -6.414 2.431 2.953
H -4.404 1.440 0.068
H -5.440 2.778 0.899
H -3.531 2.874 0.890
H -1.685 -2.427 0.700
H -2.495 -1.913 -0.894
H 1.172 -2.948 1.286
H -0.006 -3.566 0.027
H 2.385 -4.707 0.157
H 3.125 -3.285 -0.732
H 0.864 -2.894 -2.823
H 1.451 -4.006 -3.868
H 3.752 -1.295 -0.558
H 3.661 0.455 -1.095
H 3.237 -0.090 -3.545
H 4.103 -2.789 -3.284
H 0.707 2.094 -3.100
H 2.412 1.834 -2.451
H 0.084 3.832 -1.516
H 3.280 3.910 -1.359
H 2.091 4.634 -2.681
H 2.015 5.293 -0.961
H -2.160 1.751 -0.362
H -1.374 2.365 -1.989
H -0.211 -1.423 2.061
*
```

DFT total energy	-4410.59055	Ha
SMILES	Cc1ccc(C(C)C)c(OCn2c(CCC(N)=O)c(C[C@H](O)C(F)(F)F)[n+](C[C@H](C)Br)c2CC(=O)F)c1
M	595.5	g/mol
E_HOMO	-10.94	eV
Kohn-Sham gap	7.4	eV
ΔE to the lowest compared entry with this formula, charge and spin	10.408	eV

---

[2]
# C4H6O

C4H6O in the gas phase in a non-equilibrium geometry (ωB97M-V with the def2-TZVPD basis set, the Open Molecules 2025 dataset).

Geometry as ORCA input:
```
! wB97M-V def2-TZVPD RIJCOSX def2/J DEFGRID3
* xyz 0 1
C -0.684 0.758 -0.205
C -0.732 -0.790 0.035
C 0.792 -0.716 0.266
O 1.355 0.015 -0.888
C 0.797 0.741 0.167
H -1.323 1.348 0.447
H -0.808 1.067 -1.248
H -1.394 -1.012 0.888
H -1.011 -1.441 -0.796
H 1.652 -1.352 0.386
H 1.393 1.481 0.689
*
```

DFT total energy	-231.15320	Ha
SMILES	C1C[C@H]2O[C@@H]12
M	70.1	g/mol
E_HOMO	-9.80	eV
Kohn-Sham gap	11.0	eV
ΔE to the lowest compared entry with this formula, charge and spin	1.919	eV

---

[3]
# C4H3Br3S

C4H3Br3S in the gas phase in a non-equilibrium geometry (ωB97M-V with the def2-TZVPD basis set, the Open Molecules 2025 dataset).

Geometry as ORCA input:
```
! wB97M-V def2-TZVPD RIJCOSX def2/J DEFGRID3
* xyz 0 1
C -0.041 -0.936 0.798
C 0.792 -1.426 1.771
C -0.116 0.534 0.714
C 1.546 -0.371 2.490
S 1.408 1.088 1.490
Br 1.012 -3.260 2.030
Br -0.025 -0.007 4.157
Br 3.171 -0.728 3.331
H -0.837 -1.583 0.323
H -0.017 0.878 -0.299
H -1.009 1.118 1.188
*
```

DFT total energy	-8274.39849	Ha
SMILES	BrC1=CCSC1(Br)Br
M	322.8	g/mol
E_HOMO	-9.17	eV
Kohn-Sham gap	8.2	eV
ΔE to the lowest compared entry with this formula, charge and spin	0.463	eV